{"formula": "C19H34BrF3NO7S", "method": "the ωB97M-V functional and the def2-TZVPD basis", "elements": ["C", "C", "O", "C", "C", "C", "C", "C", "C", "C", "C", "O", "Br", "C", "C", "C", "N", "C", "C", "O", "C", "F", "F", "F", "C", "H", "H", "H", "H", "H", "H", "H", "H", "H", "H", "H", "H", "H", "H", "H", "H", "H", "H", "H", "H", "H", "H", "H", "H", "H", "H", "H", "H", "H", "H", "C", "C", "O", "S", "O", "O", "O", "H", "H", "H", "H"], "positions_angstrom": [[4.41235, -0.60205, 0.76853], [3.63522, -0.70257, -0.54394], [3.02928, 0.54705, -0.83376], [2.75967, 0.69111, -2.20838], [1.98244, 1.97472, -2.45391], [0.69756, 1.70261, -3.23323], [-0.33016, 0.91910, -2.40859], [-1.23417, 1.86914, -1.62692], [-2.27808, 1.21558, -0.67151], [-1.94095, 1.39919, 0.80881], [-0.83926, 0.47389, 1.25960], [0.18731, 0.28081, 0.67227], [-1.26138, -0.52310, 2.90160], [-3.62406, 1.94361, -0.90202], [-4.85429, 1.26522, -0.28350], [-4.89112, -0.25765, -0.36249], [-3.55105, -0.88958, -0.21931], [-3.57037, -2.37028, -0.41381], [-3.71770, -2.76459, -1.86780], [-2.46131, -2.87200, -2.48104], [-4.53645, -4.03784, -2.01910], [-5.75982, -3.87466, -1.44001], [-4.71761, -4.33187, -3.33688], [-3.90725, -5.08139, -1.42380], [-2.48206, -0.23825, -1.04252], [4.15651, 0.29465, 1.30858], [5.46285, -0.62774, 0.53593], [4.16624, -1.46326, 1.37517], [2.88531, -1.49141, -0.46668], [4.30723, -0.95774, -1.35835], [3.71028, 0.76622, -2.73894], [2.24033, -0.17858, -2.61321], [1.73040, 2.43546, -1.50539], [2.58760, 2.64420, -3.04757], [0.95306, 1.08154, -4.08558], [0.24360, 2.60979, -3.61720], [0.21574, 0.30520, -1.69901], [-0.87575, 0.27615, -3.09019], [-0.58672, 2.49236, -1.02112], [-1.76646, 2.47439, -2.34712], [-2.82307, 1.22163, 1.41190], [-1.59631, 2.41146, 0.97454], [-3.78104, 2.08178, -1.96249], [-3.53409, 2.90865, -0.42016], [-4.97066, 1.56259, 0.75168], [-5.72619, 1.62119, -0.81263], [-5.48338, -0.61967, 0.46873], [-5.38942, -0.61257, -1.25236], [-3.28139, -0.76563, 0.75846], [-4.32354, -2.82091, 0.21757], [-2.60395, -2.72562, -0.07747], [-4.27555, -1.98944, -2.39312], [-2.38051, -3.68915, -2.97770], [-2.78189, -0.28000, -2.07887], [-1.59124, -0.83432, -0.91056], [4.91191, 1.10176, 5.45084], [5.62362, -0.13214, 5.96494], [6.40088, -0.57625, 4.84569], [6.89405, 0.68711, 3.99187], [8.21032, 1.03137, 4.37784], [6.54969, 0.46606, 2.63578], [5.88586, 1.75798, 4.63097], [4.05238, 0.83988, 4.82975], [4.59768, 1.76807, 6.24905], [4.93867, -0.91746, 6.27030], [6.30025, 0.10620, 6.78783]], "nbo_charge": [-0.624, -0.059, -0.542, -0.060, -0.422, -0.381, -0.422, -0.385, -0.036, -0.549, 0.533, -0.469, -0.042, -0.393, -0.426, -0.231, -0.352, -0.242, -0.009, -0.700, 0.962, -0.317, -0.306, -0.311, -0.241, 0.226, 0.226, 0.201, 0.152, 0.165, 0.175, 0.152, 0.212, 0.218, 0.206, 0.204, 0.221, 0.197, 0.221, 0.213, 0.221, 0.281, 0.222, 0.233, 0.218, 0.251, 0.233, 0.226, 0.442, 0.253, 0.255, 0.197, 0.506, 0.242, 0.257, -0.097, -0.102, -0.686, 2.550, -0.888, -0.902, -0.687, 0.187, 0.214, 0.213, 0.199], "largest_force_ev_per_a": 1.968, "energy_ev": -125100.08888, "total_charge": 1, "e_homo_ev": -11.39, "orbital_gap_ev": 8.7}